1.
# C7H13F

A single C7H13F molecule (ωB97M-V with the def2-TZVPD basis set, OMol25).

Last columns: bonded neighbours and bond lengths (Å).
CARTESIAN COORDINATES (ANGSTROEM)
1 C 1.10334 2.04097 -0.57652  C2 1.575, H9 1.120, H10 1.100, H11 1.012
2 C -0.38721 1.70200 -0.19822  C1 1.575, F3 1.368, C4 1.558, H12 1.212
3 F -0.75633 2.15354 1.03917  C2 1.368
4 C -0.64414 0.16759 -0.28237  C2 1.558, C5 1.597, C6 1.513, H13 1.211
5 C -2.15634 -0.34355 -0.23302  C4 1.597, H14 1.029, H15 0.993, H16 1.057
6 C 0.19480 -0.59517 0.71995  C4 1.513, C7 1.499, C8 1.527, H17 1.041
7 C 0.36593 -2.07101 0.91519  C6 1.499, C8 1.554, H18 1.145, H19 1.065
8 C 1.56724 -1.20479 0.44432  C6 1.527, C7 1.554, H20 1.141, H21 1.162
9 H 1.74931 1.45773 0.12786  C1 1.120
10 H 1.07450 3.14020 -0.55759  C1 1.100
11 H 1.31702 1.85754 -1.54822  C1 1.012
12 H -1.13296 2.28763 -0.95258  C2 1.212
13 H -0.16840 -0.10692 -1.36153  C4 1.211
14 H -2.46734 -0.37565 0.74732  C5 1.029
15 H -2.71349 0.31721 -0.72246  C5 0.993
16 H -2.29455 -1.28264 -0.69758  C5 1.057
17 H -0.02691 0.00060 1.54472  C6 1.041
18 H -0.14368 -2.75953 0.15506  C7 1.145
19 H 0.31491 -2.55480 1.86315  C7 1.065
20 H 2.39356 -0.84712 1.14433  C8 1.141
21 H 1.90664 -1.17818 -0.66657  C8 1.162

The SMILES is C[C@H](F)[C@H](C)C1CC1.

Atomic partial charges in e from the Mulliken method, atoms 1 to 2: -1.190, 0.216

2.
# C4H10N3

A 2-piece molecular cluster, C4H10N3 overall (ωB97M-V with the def2-TZVPD basis set, OMol25).

Last columns: bonded neighbours and bond lengths (Å).
CARTESIAN COORDINATES (ANGSTROEM)
1 C -3.95586 -0.58430 0.68861  C2 1.267, H8 1.120, H9 1.121
2 C -2.98800 0.23399 0.68519  C1 1.267, H10 1.086
3 C 0.08409 0.29868 -0.52020  N6 1.263, N7 1.394, H11 1.083
4 C 2.44476 -0.16998 -0.21750  N5 1.362, N7 1.444, H12 1.109, H13 1.138
5 N 2.43297 -0.43960 1.11714  C4 1.362, H14 1.078, H15 0.995
6 N -1.03876 0.29338 -1.09845  C3 1.263, H16 1.011
7 N 1.20758 -0.42448 -0.91728  C3 1.394, C4 1.444, H17 1.066
8 H -4.87448 -0.38262 1.29741  C1 1.120
9 H -4.18823 -1.41513 -0.02766  C1 1.121
10 H -2.13776 0.91011 0.69873  C2 1.086
11 H 0.18775 1.00821 0.29093  C3 1.083
12 H 2.73013 0.89273 -0.35479  C4 1.109
13 H 3.18669 -0.86914 -0.72269  C4 1.138
14 H 1.60016 -0.02497 1.66150  N5 1.078
15 H 2.24655 -1.41314 1.20816  N5 0.995
16 H -1.29654 -0.35254 -1.83237  N6 1.011
17 H 1.04697 -1.45711 -1.13003  N7 1.066

The charge is +1.

Atomic partial charges in e from the Mulliken method, atoms 1 to 2: -0.626, 0.319

3.
# C19H26N3O6

An isolated ion of composition C19H26N3O6 and charge +1 (ωB97M-V with the def2-TZVPD basis set, OMol25).

Last columns: bonded neighbours and bond lengths (Å).
CARTESIAN COORDINATES (ANGSTROEM)
1 C 6.41698 0.12354 -1.71220  C2 1.519, H29 1.087, H30 1.086, H31 1.086
2 C 5.20849 -0.54680 -1.08230  C1 1.519, O3 1.432, H32 1.094, H33 1.099
3 O 4.11268 0.37347 -1.03511  C2 1.432, C4 1.352
4 C 2.86490 -0.01407 -1.38400  O3 1.352, C5 1.418, C25 1.407
5 C 2.58571 -0.75552 -2.55956  C4 1.418, N6 1.451, C9 1.380
6 N 3.61286 -0.95899 -3.56387  C5 1.451, O7 1.209, O8 1.209
7 O 3.65947 -2.04546 -4.09320  N6 1.209
8 O 4.30749 -0.00963 -3.84114  N6 1.209
9 C 1.33982 -1.25758 -2.87475  C5 1.380, C10 1.390, H34 1.078
10 C 0.28973 -0.94940 -2.01790  C9 1.390, C11 1.431, C24 1.403
11 C -1.10860 -1.25228 -1.98963  C10 1.431, C12 1.479, C13 1.377
12 C -1.80911 -2.09363 -2.98419  C11 1.479, H35 1.089, H36 1.084, H37 1.089
13 C -1.60386 -0.60473 -0.87943  C11 1.377, C14 1.457, O23 1.379
14 C -2.98759 -0.59326 -0.42210  C13 1.457, O15 1.218, N16 1.386
15 O -3.84028 -1.27138 -0.96737  C14 1.218
16 N -3.37047 0.22445 0.62898  C14 1.386, C17 1.438, C22 1.444
17 C -2.56064 0.90982 1.59964  N16 1.438, C18 1.533, H38 1.088, H39 1.098
18 C -2.66923 0.19974 2.95429  C17 1.533, N19 1.487, H40 1.091, H41 1.092
19 N -4.08931 0.14976 3.39128  C18 1.487, C20 1.472, C21 1.488, H42 1.028
20 C -4.24024 -0.47284 4.71649  N19 1.472, H43 1.089, H44 1.089, H45 1.089
21 C -4.91330 -0.53193 2.35693  N19 1.488, C22 1.528, H46 1.091, H47 1.092
22 C -4.76074 0.18943 1.01890  N16 1.444, C21 1.528, H48 1.094, H49 1.096
23 O -0.60717 0.08150 -0.21775  C13 1.379, C24 1.350
24 C 0.53446 -0.12889 -0.90648  C10 1.403, O23 1.350, C25 1.399
25 C 1.79660 0.35468 -0.54604  C4 1.407, C24 1.399, O26 1.355
26 O 1.83994 1.07733 0.59909  C25 1.355, C27 1.428
27 C 2.88857 2.01241 0.85580  O26 1.428, C28 1.521, H50 1.094, H51 1.092
28 C 2.95953 3.11929 -0.18560  C27 1.521, H52 1.086, H53 1.086, H54 1.088
29 H 6.20615 0.38528 -2.74588  C1 1.087
30 H 6.66165 1.03078 -1.16724  C1 1.086
31 H 7.26484 -0.55396 -1.67890  C1 1.086
32 H 4.93862 -1.46102 -1.61903  C2 1.094
33 H 5.42706 -0.82338 -0.04150  C2 1.099
34 H 1.20210 -1.83977 -3.77139  C9 1.078
35 H -1.63091 -1.70283 -3.98459  C12 1.089
36 H -2.87481 -2.12070 -2.78585  C12 1.084
37 H -1.41142 -3.10718 -2.95185  C12 1.089
38 H -1.51779 0.93509 1.29130  C17 1.088
39 H -2.91472 1.94504 1.69418  C17 1.098
40 H -2.07835 0.72464 3.70626  C18 1.091
41 H -2.30426 -0.82558 2.86652  C18 1.092
42 H -4.42190 1.12063 3.44760  N19 1.028
43 H -5.28499 -0.46223 5.02199  C20 1.089
44 H -3.65140 0.06508 5.45739  C20 1.089
45 H -3.89761 -1.50552 4.67806  C20 1.089
46 H -5.95739 -0.53836 2.67261  C21 1.091
47 H -4.56338 -1.56182 2.26267  C21 1.092
48 H -5.30759 -0.35484 0.24379  C22 1.094
49 H -5.15194 1.21096 1.08345  C22 1.096
50 H 2.61477 2.42241 1.83194  C27 1.094
51 H 3.85107 1.50417 0.94124  C27 1.092
52 H 3.29433 2.72681 -1.14148  C28 1.086
53 H 3.66728 3.87406 0.14347  C28 1.086
54 H 1.98390 3.58320 -0.31354  C28 1.088

The SMILES is CCOc1c([N+](=O)[O-])cc2c(C)c(C(=O)N3CC[NH+](C)CC3)oc2c1OCC. The charge is +1.

Atomic partial charges in e from the Mulliken method, atoms 1 to 2: -1.146, -0.424

4.
# C5H13N2S

An isolated ion of composition C5H13N2S and charge +1 (ωB97M-V with the def2-TZVPD basis set, OMol25).

Last columns: bonded neighbours and bond lengths (Å).
CARTESIAN COORDINATES (ANGSTROEM)
1 C 1.51402 1.85281 0.85976  N2 1.433, H9 1.191, H10 1.056, H11 1.133
2 N 1.23364 0.53587 0.36961  C1 1.433, C3 1.365, H12 0.964
3 C 0.02205 0.23052 -0.17900  N2 1.365, C4 1.522, N6 1.330
4 C -1.02876 1.31461 -0.37074  C3 1.522, S5 1.860, H13 1.218, H14 1.096
5 S -2.46645 1.28684 0.80837  C4 1.860, H15 1.317
6 N -0.13840 -1.05215 -0.49370  C3 1.330, C7 1.420, C8 1.510
7 C 0.92613 -1.91423 -0.11856  N6 1.420, H16 1.128, H17 1.189, H18 1.103
8 C -1.47299 -1.62828 -0.90269  N6 1.510, H19 1.115, H20 1.115, H21 1.098
9 H 0.90014 2.19782 1.81993  C1 1.191
10 H 2.53111 1.76104 1.12842  C1 1.056
11 H 1.44455 2.61344 0.02228  C1 1.133
12 H 1.88340 -0.12335 0.09866  N2 0.964
13 H -0.48738 2.38541 -0.16325  C4 1.218
14 H -1.44509 1.41428 -1.37936  C4 1.096
15 H -1.59555 0.96037 1.74128  S5 1.317
16 H 1.12612 -1.88977 0.99080  C7 1.128
17 H 1.91086 -1.74036 -0.76235  C7 1.189
18 H 0.54518 -2.90917 -0.40472  C7 1.103
19 H -1.38835 -2.64868 -1.34390  C8 1.115
20 H -1.83894 -0.88748 -1.65136  C8 1.115
21 H -2.17529 -1.75953 -0.06950  C8 1.098

The SMILES is CNC(CS)=[N+](C)C. The charge is +1.

Atomic partial charges in e from the Mulliken method, atoms 1 to 2: -1.028, -0.032

Values for energy relative to the best compared isomer or geometry (same formula, charge and spin), kcal per mole, ordered as above
45.3; 135.6; 0.0; 28.6
Values for orbital gap, eV, ordered as above
11.2; 6.2; 7.7; 9.6